{
  "formula": "C8H8O",
  "method": "ωB97M-V/def2-TZVPD",
  "symbols": ["O", "C", "C", "C", "C", "C", "C", "C", "C", "H", "H", "H", "H", "H", "H", "H", "H"],
  "coordinates": [[1.232, 0.332, 2.115], [1.607, -0.625, -1.689], [1.104, 1.703, 1.673], [2.608, -1.080, -2.642], [-2.412, -0.005, 1.284], [0.082, 0.699, 1.578], [1.095, 0.253, -1.027], [-3.695, -0.432, 0.756], [-1.188, 0.240, 1.186], [-3.734, -1.482, 1.017], [2.531, -2.061, -2.938], [1.716, 1.837, 0.791], [2.563, -0.494, -3.519], [1.122, 2.490, 2.385], [-4.522, -0.123, 1.339], [3.494, -1.003, -1.955], [-3.602, -0.248, -0.353]],
  "mulliken_charge": [-0.29, 0.16, -0.16, -0.94, 0.20, 0.41, -0.54, -1.09, 0.01, 0.29, 0.33, 0.23, 0.27, 0.27, 0.35, 0.20, 0.29],
  "total_energy_ev": -10462.5737,
  "homo_energy_ev": [-8.36, -7.46],
  "gap_ev": [7.26, 5.57],
  "max_force_ev_per_a": 3.6
}

=====

{
  "formula": "C8H8O",
  "method": "ωB97M-V/def2-TZVPD",
  "symbols": ["O", "C", "C", "C", "C", "C", "C", "C", "C", "H", "H", "H", "H", "H", "H", "H", "H"],
  "coordinates": [[1.011, -0.553, 2.698], [-0.758, 0.529, 1.133], [1.479, -0.038, 0.359], [0.735, 0.376, 1.643], [-0.722, 0.489, -0.242], [0.495, 0.014, -0.763], [-1.220, -0.189, -2.312], [-1.828, 0.267, -1.219], [0.307, -0.414, -2.101], [-2.878, 0.285, -1.249], [1.667, -1.152, 0.493], [2.534, 0.285, 0.314], [1.096, -1.631, 2.296], [0.983, -1.152, -2.719], [-1.525, -0.610, -3.222], [0.932, 1.448, 1.949], [-1.810, 0.747, 1.568]],
  "mulliken_charge": [-0.62, -0.51, -0.71, 0.37, 0.58, 0.36, -0.12, -1.21, -0.67, 0.38, 0.13, 0.31, 0.39, 0.28, 0.44, 0.30, 0.30],
  "smiles": "O[C@@H]1C=C2C=CC=C2C1",
  "total_energy_ev": -10469.0955,
  "homo_energy_ev": -8.27,
  "gap_ev": 8.18,
  "max_force_ev_per_a": 5.4
}

=====

{
  "formula": "C8H8O4",
  "method": "ωB97M-V/def2-TZVPD",
  "symbols": ["O", "O", "O", "O", "C", "C", "C", "C", "C", "C", "C", "C", "H", "H", "H", "H", "H", "H", "H", "H"],
  "coordinates": [[0.549, 2.195, 0.121], [1.783, -1.912, 0.152], [2.403, 0.243, -0.356], [-3.051, -1.583, 0.254], [3.754, -0.036, 0.216], [-2.282, -0.547, -0.193], [-1.728, 1.665, 0.019], [-2.710, 0.745, -0.013], [1.539, -0.768, -0.095], [0.014, -0.182, -0.037], [-0.333, 1.211, 0.025], [-1.017, -1.023, -0.356], [4.409, -0.804, -0.288], [3.698, -0.269, 1.267], [1.430, 1.828, -0.089], [-3.759, -1.280, 0.806], [-3.818, 0.993, 0.052], [4.176, 0.999, 0.189], [-1.076, -2.051, -0.744], [-1.957, 2.644, 0.031]],
  "mulliken_charge": [-0.62, -0.52, -0.42, -0.54, -0.72, 0.80, -0.65, -0.78, 0.43, 0.38, 0.37, -0.61, 0.27, 0.36, 0.47, 0.29, 0.29, 0.26, 0.35, 0.57],
  "smiles": "COC(=O)c1cc(O)ccc1O",
  "total_energy_ev": -16613.6952,
  "homo_energy_ev": -7.59,
  "gap_ev": 8.25,
  "max_force_ev_per_a": 4.7
}

=====

{
  "formula": "C8H8O4",
  "method": "ωB97M-V/def2-TZVPD",
  "symbols": ["O", "O", "O", "O", "C", "C", "C", "C", "C", "C", "C", "C", "H", "H", "H", "H", "H", "H", "H", "H"],
  "coordinates": [[-1.029, -1.909, 1.247], [-2.748, -0.027, -0.634], [-0.242, 2.514, 0.867], [2.877, -0.147, -0.086], [-0.564, -1.645, -0.096], [-1.389, -0.563, -0.787], [0.723, -0.909, -0.079], [-0.506, 1.467, -0.058], [2.017, 0.936, -0.211], [2.065, -1.258, -0.063], [-1.610, 0.512, 0.161], [0.701, 0.572, -0.222], [2.531, 1.922, -0.285], [-0.951, 3.216, 0.706], [2.422, -2.253, -0.041], [-0.609, -2.568, -0.735], [-0.244, -1.921, 1.967], [-1.128, -0.361, -1.842], [-1.694, 0.345, 1.281], [-0.621, 2.076, -1.091]],
  "mulliken_charge": [-0.59, -0.52, -0.53, -0.35, 0.42, -0.24, -0.08, 0.14, -0.60, -0.81, -0.07, 0.41, 0.40, 0.38, 0.49, 0.27, 0.38, 0.43, 0.24, 0.21],
  "smiles": "O[C@@H]1c2cocc2[C@H](O)[C@H]2O[C@@H]21",
  "total_energy_ev": -16610.6826,
  "homo_energy_ev": -9.11,
  "gap_ev": 9.75,
  "max_force_ev_per_a": 5.5
}

=====

{
  "formula": "C8H90BFO37S",
  "method": "ωB97M-V/def2-TZVPD",
  "symbols": ["S", "F", "O", "O", "O", "O", "O", "O", "O", "O", "O", "O", "O", "O", "O", "O", "O", "O", "O", "O", "O", "O", "O", "O", "O", "O", "O", "O", "O", "O", "O", "O", "O", "O", "O", "O", "O", "O", "O", "C", "C", "C", "C", "C", "C", "C", "C", "B", "H", "H", "H", "H", "H", "H", "H", "H", "H", "H", "H", "H", "H", "H", "H", "H", "H", "H", "H", "H", "H", "H", "H", "H", "H", "H", "H", "H", "H", "H", "H", "H", "H", "H", "H", "H", "H", "H", "H", "H", "H", "H", "H", "H", "H", "H", "H", "H", "H", "H", "H", "H", "H", "H", "H", "H", "H", "H", "H", "H", "H", "H", "H", "H", "H", "H", "H", "H", "H", "H", "H", "H", "H", "H", "H", "H", "H", "H", "H", "H", "H", "H", "H", "H", "H", "H", "H", "H", "H", "H"],
  "coordinates": [[-1.596, -3.950, 1.218], [2.017, 0.654, 2.672], [1.134, 2.660, -7.439], [3.886, 9.696, -2.871], [6.932, -3.178, -0.812], [3.127, 6.827, -4.409], [-0.090, 4.375, 7.024], [-2.939, 6.198, 7.299], [3.604, 2.661, -2.105], [-4.052, -5.766, 2.921], [-6.251, 3.975, -4.430], [-0.017, -2.884, 6.414], [-1.319, -5.459, 6.159], [-2.072, 0.245, -0.401], [-1.527, 1.257, 7.198], [-2.247, -2.619, 4.502], [-1.528, -2.722, -3.447], [0.527, 2.802, -1.542], [-1.293, 1.521, -6.081], [-0.013, -3.284, -6.129], [-3.223, -7.812, 6.548], [0.837, -9.053, -1.757], [-0.172, 3.277, 1.245], [2.292, 5.788, 5.655], [-3.145, 5.482, 1.782], [4.377, -4.206, 0.130], [-3.452, 3.292, -4.674], [-0.537, -5.797, 9.337], [2.955, 3.314, 2.102], [1.309, 5.534, -2.517], [1.892, -6.068, -6.487], [-0.155, 2.488, 4.142], [-0.939, 1.218, -3.377], [0.962, -6.254, -1.564], [3.529, 5.685, -7.033], [-4.661, -1.326, -1.555], [2.299, -4.416, -3.989], [-2.961, 3.539, -0.460], [-0.750, 7.259, -1.440], [1.128, -3.437, -0.179], [-0.007, -4.174, 2.091], [0.269, -0.649, 1.687], [1.270, -3.738, 1.324], [0.213, -1.658, -2.013], [1.136, -0.412, 2.913], [1.128, -0.708, 0.392], [-1.255, -2.089, -2.189], [0.816, -1.939, -0.564], [-1.197, 1.230, 6.291], [-0.495, 1.792, -4.010], [1.157, -6.510, -6.049], [0.299, 2.139, 3.365], [-0.351, -1.531, 1.836], [-1.096, 6.637, -0.790], [-2.211, 1.812, -5.977], [0.086, -5.193, 2.458], [2.602, 6.280, 4.888], [2.683, -3.560, -3.777], [-3.036, 4.979, 0.964], [-1.580, -2.754, -1.384], [3.813, 6.154, -4.344], [2.843, 6.035, -7.612], [-2.846, 0.822, -0.422], [-3.173, -2.375, 4.601], [-1.872, -1.197, -2.177], [1.651, -4.224, -4.679], [3.161, 3.482, -1.867], [-4.315, 3.039, -4.321], [-2.196, -3.058, 3.644], [-1.004, -4.613, 6.516], [2.341, 3.714, 1.480], [-3.985, -1.669, -0.959], [0.532, -0.111, 3.773], [-0.375, 3.686, 6.414], [-1.289, 0.508, -3.925], [2.675, -6.446, -6.074], [0.286, -2.047, 6.780], [-1.390, 0.743, -0.866], [-3.565, 4.216, -4.909], [0.001, -3.770, -6.961], [1.635, -6.665, -1.009], [-1.199, 8.087, -1.246], [-0.917, -2.957, -6.047], [-2.938, 6.453, 6.372], [1.246, -6.453, -2.464], [3.236, 4.785, -6.843], [0.863, 2.563, -8.357], [-2.584, -7.174, 6.205], [0.954, 0.220, -0.159], [-1.271, 1.070, -6.932], [-4.449, -6.487, 2.423], [0.250, 4.073, 1.585], [0.370, 2.371, -6.919], [3.509, 8.947, -3.349], [0.073, 3.422, 4.140], [2.125, -3.611, -0.610], [5.199, -4.543, 0.499], [1.738, -2.899, 1.832], [-6.373, 4.901, -4.664], [2.006, 6.012, -2.987], [0.540, 6.120, -2.520], [-0.393, 0.215, 1.627], [0.434, 4.972, 6.472], [-7.100, 3.704, -4.068], [1.010, 3.365, -2.163], [1.977, -4.566, 1.411], [-0.813, -5.776, 8.414], [0.492, -9.733, -1.170], [0.178, 2.083, -2.088], [-1.292, -6.171, 9.800], [-1.992, -5.231, 1.113], [-3.619, -5.208, 2.262], [0.395, -8.235, -1.482], [-0.659, -2.651, 5.731], [-1.102, 2.030, 7.582], [-2.600, 3.328, -1.330], [-2.336, 3.140, 0.162], [-4.067, 5.754, 1.775], [-1.974, -5.189, 5.504], [3.093, 5.457, 6.074], [0.474, -4.129, -0.704], [7.405, -2.401, -0.498], [3.259, 2.019, -1.476], [2.661, 2.397, 2.162], [2.200, -0.721, 0.625], [-0.796, -3.305, -3.674], [0.350, -0.623, -2.334], [4.670, -3.743, -0.661], [0.139, 3.210, 0.330], [-2.235, 5.540, 7.363], [4.358, 10.195, -3.543], [1.725, -1.279, 3.214], [7.192, -3.262, -1.735], [3.024, 6.950, -5.361], [-0.081, -3.560, 2.991], [0.801, -2.266, -2.719], [-4.028, -7.300, 6.672], [-4.361, -1.600, -2.427]],
  "mulliken_charge": [-0.42, -0.43, -0.63, -0.64, -0.61, -0.63, -0.61, -0.65, -0.64, -0.56, -0.59, -0.68, -0.67, -0.54, -0.65, -0.55, -0.62, -0.27, -0.60, -0.58, -0.64, -0.62, -0.16, -0.61, -0.61, -0.55, -0.52, -0.63, -0.63, -0.47, -0.63, -0.47, -0.66, -0.67, -0.68, -0.62, -0.58, -0.72, -0.62, -0.51, -0.28, 0.71, -0.56, -0.10, -0.82, -0.33, 0.46, 0.66, 0.32, 0.20, 0.32, 0.23, -0.54, 0.30, 0.27, 0.68, 0.31, 0.25, 0.36, -0.51, 0.31, 0.32, 0.29, 0.24, 0.31, 0.31, 0.33, 0.33, 0.24, 0.39, 0.28, 0.31, 0.29, 0.31, 0.29, 0.30, 0.32, 0.04, 0.24, 0.29, 0.33, 0.29, 0.31, 0.30, 0.29, 0.34, 0.30, 0.35, -0.30, 0.30, 0.29, 0.22, 0.37, 0.33, 0.29, -0.15, 0.26, -0.11, 0.29, 0.30, 0.26, 0.54, 0.29, 0.30, 0.11, 0.60, 0.35, 0.30, 0.13, 0.30, 0.19, 0.35, 0.37, 0.31, 0.32, 0.30, 0.32, 0.29, 0.32, 0.30, 0.30, 0.30, 0.31, 0.42, 0.51, 0.32, -0.02, 0.29, 0.13, 0.36, 0.31, 0.31, 0.30, 0.31, -0.15, -0.01, 0.31, 0.32],
  "total_energy_ev": -99744.9962,
  "homo_energy_ev": -9.63,
  "gap_ev": 9.19,
  "max_force_ev_per_a": 1.1
}

=====

{
  "formula": "C8H9BrO2",
  "method": "ωB97M-V/def2-TZVPD",
  "symbols": ["Br", "O", "O", "C", "C", "C", "C", "C", "C", "C", "C", "H", "H", "H", "H", "H", "H", "H", "H", "H"],
  "coordinates": [[-2.552, -0.327, 0.935], [1.305, 0.568, -1.132], [0.200, -1.841, 1.214], [0.011, -0.720, 2.050], [-0.632, 0.648, -2.205], [0.583, -0.545, -0.781], [1.055, -1.603, 0.153], [-0.525, 1.657, 1.059], [-0.582, -0.577, -1.418], [0.558, 1.272, -1.953], [-0.743, 0.316, 1.239], [2.059, -1.397, 0.466], [1.283, -2.509, -0.556], [-1.347, -1.425, -1.244], [0.885, 2.295, -2.103], [0.574, 2.055, 1.119], [-1.271, 2.351, 0.782], [-0.535, -0.946, 2.903], [1.023, -0.334, 2.391], [-1.350, 1.063, -2.919]],
  "mulliken_charge": [-0.11, -0.38, -0.35, -0.54, -0.54, 0.58, -0.89, -0.82, -0.24, -0.39, 0.37, 0.43, 0.32, 0.52, 0.42, 0.22, 0.36, 0.36, 0.30, 0.38],
  "smiles": "C=C(Br)COCc1ccco1",
  "total_energy_ev": -82576.1990,
  "homo_energy_ev": -8.61,
  "gap_ev": 9.34,
  "max_force_ev_per_a": 4.2
}

=====

{
  "formula": "C8H9CaO6P",
  "method": "ωB97M-V/def2-TZVPD",
  "symbols": ["Ca", "P", "O", "O", "O", "O", "O", "O", "C", "C", "C", "C", "C", "C", "C", "C", "H", "H", "H", "H", "H", "H", "H", "H", "H"],
  "coordinates": [[-0.486, 0.098, -1.436], [0.165, -0.389, 1.807], [-0.219, 0.521, -5.186], [-0.284, 0.499, 0.617], [3.173, 0.677, -2.248], [-4.089, 0.635, -2.296], [-0.257, 5.656, -2.253], [-0.129, -3.368, -2.393], [1.900, -0.804, 1.478], [2.031, 0.566, -2.125], [-0.319, 0.620, -4.039], [-0.923, -1.826, 1.795], [-2.923, 0.625, -2.259], [-0.263, -2.228, -2.376], [-0.034, 0.606, 3.293], [-0.333, 4.547, -2.613], [-0.704, -2.503, 2.625], [-0.863, -2.397, 0.859], [0.574, 1.498, 3.078], [2.459, 0.133, 1.321], [2.013, -1.427, 0.577], [-1.097, 0.882, 3.242], [-1.949, -1.450, 1.907], [2.333, -1.335, 2.336], [0.223, 0.162, 4.288]],
  "mulliken_charge": [1.76, 0.94, -0.08, -0.96, -0.02, -0.04, -0.15, -0.03, -0.97, 0.03, 0.18, -1.02, -0.03, 0.14, -0.99, 0.16, 0.40, 0.30, 0.33, 0.31, 0.29, 0.33, 0.33, 0.40, 0.39],
  "total_energy_ev": -48440.5417,
  "homo_energy_ev": -18.32,
  "gap_ev": 10.19,
  "total_charge": 2,
  "max_force_ev_per_a": 6.5
}

=====

{
  "formula": "C8H9CdNO6",
  "method": "ωB97M-V/def2-TZVPD",
  "symbols": ["Cd", "O", "O", "O", "O", "O", "O", "N", "C", "C", "C", "C", "C", "C", "C", "C", "H", "H", "H", "H", "H", "H", "H", "H", "H"],
  "coordinates": [[0.355, 1.172, -0.099], [0.422, -1.286, 0.336], [0.164, 4.152, -2.107], [1.429, -0.694, 2.320], [-3.082, 1.194, -0.811], [0.716, 2.054, 3.174], [3.584, 0.880, -0.383], [-0.648, -0.899, 3.699], [0.207, -0.501, -4.512], [-1.952, 0.990, -0.789], [0.457, -1.077, 1.603], [0.089, -1.663, -3.839], [0.593, 2.085, 2.034], [-0.932, -1.111, 2.260], [2.495, 0.907, -0.736], [0.221, 3.085, -1.696], [0.898, -2.388, -3.700], [-0.678, 0.146, -4.572], [-1.425, -2.071, 2.086], [-0.805, -1.882, -3.242], [1.180, -0.212, -4.948], [0.341, -0.539, 3.783], [-0.767, -1.807, 4.179], [-1.338, -0.255, 4.101], [-1.527, -0.279, 1.857]],
  "mulliken_charge": [1.38, -0.72, -0.06, -0.68, -0.05, -0.05, -0.02, -0.22, -0.52, 0.16, 0.40, -0.47, 0.18, -0.23, 0.15, 0.17, 0.26, 0.28, 0.34, 0.22, 0.26, 0.35, 0.36, 0.34, 0.15],
  "total_energy_ev": -26761.3798,
  "homo_energy_ev": -15.12,
  "gap_ev": 6.19,
  "total_charge": 2,
  "max_force_ev_per_a": 4.9
}